C32H51AsGeIrO4PS2Si2 as an isolated structure in a non-equilibrium geometry. Source: the OMol25 dataset; level of theory: ωB97M-V/def2-TZVPD.

Geometry (Å):
Ir: 0.37878 -0.19277 -0.52349
S: 0.66378 -0.37801 1.92817
C: -0.34352 -1.79253 2.19924
C: -0.63654 -2.11457 3.52947
C: -1.44353 -3.18656 3.84076
C: -1.97044 -3.96882 2.81550
C: -1.70476 -3.65388 1.49824
C: -0.89898 -2.55613 1.16907
S: -0.64738 -2.24439 -0.53097
H: -0.21688 -1.50116 4.31802
H: -1.66761 -3.41571 4.87380
H: -2.60311 -4.81354 3.05378
H: -2.13391 -4.23630 0.69222
C: 4.21675 0.57366 2.80018
Si: 3.82746 0.64194 0.97072
C: 5.39194 0.51667 -0.04806
C: 2.78608 2.12416 0.50042
As: 2.35567 -1.15942 0.43268
Si: 3.02807 -3.21703 1.46746
C: 2.77721 -3.22262 3.31468
C: 2.16422 -4.62565 0.60630
C: 4.86957 -3.20065 1.10380
H: 4.82164 1.44610 3.06357
H: 4.79697 -0.31329 3.06047
H: 3.30831 0.59258 3.40109
H: 6.14018 1.20508 0.35335
H: 5.21070 0.79025 -1.08678
H: 5.81704 -0.48750 -0.01871
H: 3.35417 3.05194 0.61504
H: 1.89408 2.20677 1.12371
H: 2.48877 2.06230 -0.55038
H: 1.73281 -3.33278 3.59432
H: 3.18152 -2.32159 3.77780
H: 3.32500 -4.08127 3.71512
H: 1.08003 -4.52488 0.64818
H: 2.44317 -5.56256 1.09862
H: 2.45904 -4.69510 -0.44116
H: 5.38571 -2.42340 1.66960
H: 5.08566 -3.06502 0.04252
H: 5.29589 -4.16212 1.40456
C: -4.93675 -0.39143 -1.42507
C: -3.99440 -0.10409 -2.58154
C: -4.49037 1.04026 -3.45189
C: -3.74669 -1.35192 -3.41202
O: -2.67835 0.20881 -2.03588
P: -2.26889 1.54802 -1.29923
O: -3.34275 2.27241 -0.60363
O: -1.10575 1.10935 -0.37932
O: -1.64615 2.34166 -2.54927
C: -1.06503 3.67554 -2.50827
C: 0.30064 3.62077 -1.84094
C: -0.92379 4.04940 -3.97537
C: -1.97448 4.66696 -1.79631
H: -5.91785 -0.68290 -1.80725
H: -5.04164 0.49458 -0.80188
H: -4.54301 -1.21059 -0.82113
H: -5.41656 0.75353 -3.95420
H: -3.74426 1.27995 -4.21023
H: -4.68140 1.92366 -2.84299
H: -4.68736 -1.74029 -3.80613
H: -3.27942 -2.11803 -2.79135
H: -3.08172 -1.12242 -4.24688
H: 0.94040 2.89020 -2.34299
H: 0.19972 3.36345 -0.78805
H: 0.77958 4.60004 -1.90939
H: -0.31095 3.31250 -4.49268
H: -0.44883 5.02751 -4.07162
H: -1.90624 4.09262 -4.44541
H: -2.05974 4.44228 -0.73554
H: -2.97460 4.64242 -2.22662
H: -1.56268 5.67190 -1.91640
Ge: 0.56981 -0.52559 -2.93862
C: 1.01974 -2.37860 -3.39875
C: 2.17569 -2.98424 -2.91229
C: 2.50215 -4.28557 -3.26075
C: 1.66053 -5.01081 -4.09490
C: 0.50020 -4.42518 -4.57817
C: 0.18624 -3.11483 -4.23594
C: 2.01538 0.64619 -3.59939
C: 3.27325 0.68714 -3.00264
C: 4.26169 1.54438 -3.46907
C: 3.99876 2.39134 -4.53718
C: 2.75145 2.36091 -5.14585
C: 1.77408 1.49094 -4.68171
H: -0.65195 -0.15674 -3.78996
H: 2.83318 -2.42858 -2.24658
H: 3.40863 -4.74151 -2.87961
H: 1.91257 -6.02729 -4.36896
H: -0.16231 -4.98660 -5.22490
H: -0.72839 -2.66871 -4.61159
H: 3.48630 0.03834 -2.15498
H: 5.23814 1.56015 -2.99913
H: 4.76547 3.06492 -4.89787
H: 2.54044 3.01356 -5.98390
H: 0.80397 1.47143 -5.16557

Atoms 1-6, force components in eV/Å:
-0.02 -1.03 -0.66
0.53 -0.06 0.00
-0.26 -0.30 0.30
0.14 0.07 0.01
-0.02 -0.05 0.10
0.02 0.04 -0.12

Values from the calculation:
* HOMO level: -7.413 eV
* orbital gap: 0.23553 Eh
* energy above the lowest of the compared OMol25 structures with the same formula, charge and spin: 46.18 kJ/mol

Results of the Löwdin charge analysis, in e, for atoms 1 through 5:
1 Ir 0.452
2 S 0.599
3 C -0.642
4 C -0.143
5 C -0.093